(1)
ORCA calculation (ωB97M-V/def2-TZVPD) on a structure of composition C30H28FN3O5S2 in a non-equilibrium geometry.

```
69
Properties=species:S:1:pos:R:3:forces:R:3
S 3.320836 -4.087437 1.723410 -0.08 0.06 1.85
S 0.620732 -3.413907 1.188734 -0.42 0.52 0.06
F 2.612458 -2.203357 0.123297 -0.23 -0.09 0.73
O -0.064838 -2.636748 0.173229 0.19 -1.30 0.97
O 3.136781 -4.323535 3.148390 0.48 -0.11 -0.86
O 0.139950 -3.586495 2.543507 -0.58 0.21 -0.54
O -4.014538 1.729350 3.435247 1.34 -0.23 -0.41
O 4.611563 -3.825208 1.164078 -0.29 -0.71 -0.26
N -1.899838 2.423262 2.816440 -0.51 0.33 0.23
N -0.826801 0.487618 2.602064 -0.41 -1.14 -0.14
N 9.135982 0.247873 2.670254 -2.65 -0.81 -0.56
C 1.476747 -0.214179 2.445639 -1.55 0.15 -0.06
C 8.015498 -0.057747 2.499705 3.50 1.07 0.42
C -6.272604 -1.520866 3.713868 0.17 -0.01 -0.15
C -2.214297 0.119882 2.960206 0.07 0.21 -0.08
C -2.186887 3.837526 2.912267 -0.11 0.45 0.02
C -7.203505 -1.235680 2.716975 0.28 0.33 0.14
C 4.813653 -1.770575 3.125642 -0.41 -0.14 0.82
C 0.511505 -7.452407 0.542555 -0.38 0.60 0.04
C 3.861401 -0.928563 2.538496 0.34 0.61 0.36
C 6.169052 -1.575260 2.984516 0.29 0.01 0.02
C 1.842706 -7.779419 0.770692 0.42 0.28 0.01
C 0.112413 2.463443 1.397662 -0.32 -0.01 0.08
C 2.808876 -6.802372 1.013905 -0.21 0.49 -0.30
C 2.243948 -2.632647 1.400452 0.94 1.14 -1.74
C -0.542353 1.907424 2.691763 0.02 0.50 -0.26
C -6.765660 -0.865447 1.453425 0.08 -0.04 -0.18
C -4.458370 -0.961074 2.201520 -0.05 -0.78 -0.36
C 5.703080 0.546881 1.962103 -0.37 1.08 -0.80
C 0.152325 -0.459965 2.567002 0.29 1.11 0.02
C 2.400395 -1.325789 2.563315 0.53 -3.45 -0.28
C -4.900199 -1.437225 3.454044 -0.40 0.32 -0.30
C 4.316631 0.289866 1.981475 0.97 -1.21 0.18
C 2.381548 -5.461707 1.007765 -0.16 0.24 -0.29
C -5.400379 -0.798434 1.158226 0.12 0.53 0.75
C 1.055593 -5.127309 0.740153 -0.09 -0.02 0.34
C -2.851061 1.494494 3.115284 -0.91 0.23 0.28
C 0.303661 2.258790 3.950803 -0.78 -0.09 -0.69
C 6.640114 -0.368201 2.429426 -1.34 -1.04 0.28
C -2.970035 -0.760495 1.911452 0.17 -0.60 -0.09
C 0.082597 -6.129014 0.546312 0.22 0.70 -0.03
H 2.115926 -2.046166 3.370162 0.73 1.11 0.19
H -0.356102 2.292015 4.805567 -0.19 0.11 0.31
H 4.493025 -2.556643 3.832574 0.06 0.18 -1.04
H -4.196279 -1.737308 4.241336 -0.20 0.41 -0.37
H -1.911962 4.354121 1.975282 0.12 -0.13 0.52
H -0.185049 -1.476052 2.665266 -0.29 -0.05 0.08
H 1.822160 0.812012 2.449379 0.30 -0.56 -0.24
H -8.266429 -1.245931 2.937146 0.13 -0.04 0.01
H -2.207448 -0.385989 3.953371 -0.24 0.22 -0.60
H 3.860016 -7.066920 1.167353 -0.48 0.16 0.10
H -2.484895 -1.752848 1.929706 -0.07 0.27 0.00
H -0.985784 -5.871453 0.456928 0.72 -0.13 -0.09
H -6.641155 -1.749658 4.710737 0.22 -0.21 -0.13
H 6.077922 1.486240 1.490244 -0.42 -0.80 0.61
H -2.858502 -0.422409 0.856870 0.14 0.26 0.84
H 2.127567 -8.819221 0.781493 0.11 -0.11 -0.03
H -7.508396 -0.561167 0.715795 0.26 -0.32 -0.03
H 1.004314 1.884215 1.138674 -0.25 0.33 -0.04
H 0.766794 3.224899 3.797666 0.24 0.15 0.22
H -0.595978 2.410954 0.556760 0.19 -0.14 0.31
H -3.264485 3.985470 3.048383 0.24 -0.34 -0.05
H 3.643676 1.016382 1.555575 -0.03 -0.03 -0.10
H 0.381096 3.520827 1.538770 0.02 -0.35 -0.01
H -0.236560 -8.216871 0.385917 0.12 -0.15 0.03
H 1.032125 1.488474 4.138125 0.38 -0.02 0.05
H -5.088242 -0.537557 0.135040 0.00 0.01 0.66
H 6.814506 -2.410168 3.292607 0.02 0.86 0.11
H -1.701794 4.292574 3.796767 0.02 -0.11 -0.52
```
Positions in Å, forces in eV/Å.

Output
- LUMO: -0.170 eV

For each atom in turn, the Mulliken charge in e is:
1. S 1.327
2. S 1.481
3. F -0.393
4. O -0.657
5. O -0.603
6. O -0.628
7. O -0.723
8. O -0.621
9. N 0.296
10. N 0.372
11. N -0.516
12. C -1.302
13. C -0.085
14. C -0.585
15. C 0.341
16. C -1.050
17. C -0.439
18. C -0.353
19. C -0.567
20. C 0.045
21. C -0.725
22. C -0.490
23. C -1.551
24. C -0.873
25. C 0.111
26. C 0.195
27. C -0.474
28. C 0.688
29. C -0.683
30. C -0.412
31. C 0.357
32. C -0.252
33. C -0.716
34. C 0.328
35. C -0.592
36. C 0.182
37. C 0.183
38. C -1.490
39. C 0.477
40. C -0.668
41. C -0.626
42. H 0.738
43. H 0.466
44. H 0.495
45. H 0.332
46. H 0.303
47. H 1.177
48. H 0.499
49. H 0.364
50. H 0.168
51. H 0.446
52. H 0.277
53. H 0.429
54. H 0.351
55. H 0.353
56. H 0.308
57. H 0.394
58. H 0.351
59. H 0.345
60. H 0.386
61. H 0.342
62. H 0.380
63. H 0.519
64. H 0.470
65. H 0.397
66. H 0.360
67. H 0.299
68. H 0.424
69. H 0.320



(2)
ORCA calculation (ωB97M-V/def2-TZVPD) on a cluster of 2 separate species, C30H28FN4 in total in a non-equilibrium geometry.

```
63
Properties=species:S:1:pos:R:3:forces:R:3
F -0.691132 -5.529881 3.991379 -0.36 0.30 -1.55
N 1.157744 1.982719 1.430697 -0.61 0.68 0.67
N -0.106116 0.950752 -0.854941 -1.85 0.54 0.33
N -0.954602 1.592158 -0.207819 -1.60 0.10 0.94
N -1.862929 2.029307 0.339882 2.18 -0.99 -1.41
C 1.027810 3.076549 -1.246904 0.61 -0.17 -0.45
C 1.653743 -0.449661 -2.354255 0.26 -0.32 -0.33
C -0.909314 -5.287198 2.652964 -0.01 0.17 1.29
C -3.952640 -0.772519 0.164424 0.27 -0.18 0.11
C 1.982073 0.867097 -2.048212 -0.15 0.25 -0.02
C 3.806766 0.786373 -3.627191 -0.14 0.02 0.18
C 1.886632 1.346625 0.401108 1.14 -0.35 -0.34
C -1.287677 -4.786683 -0.033617 -0.28 0.56 0.26
C -4.667726 0.298367 0.674196 -0.14 0.06 0.00
C 0.811074 5.764155 -2.009791 -0.01 -0.29 -0.01
C 1.799305 -0.098077 2.320532 0.61 0.28 0.28
C 1.888517 -0.155175 0.802774 -0.35 0.48 -0.38
C -0.072115 4.806752 -2.526793 0.15 -0.26 0.12
C 1.937452 4.016007 -0.754447 -0.29 0.43 -0.17
C -3.205102 -1.653598 1.018002 -0.12 0.49 -0.05
C -0.378365 -6.186710 1.733682 -0.31 0.52 -0.63
C -3.223687 -1.359583 2.413952 -0.29 0.31 0.02
C -4.700075 0.543378 2.057042 0.30 -0.45 -0.52
C 0.049115 3.458480 -2.163671 0.04 0.71 -0.15
C 3.054621 1.495295 -2.685965 0.03 -0.35 -0.07
C 3.500291 -0.543448 -3.921668 -0.20 -0.05 0.13
C -1.641179 -4.163458 2.300909 0.17 -0.19 -0.33
C 0.966141 1.162820 2.599110 -0.66 -0.38 0.23
C -0.594601 -5.915769 0.371508 0.14 -0.24 0.17
C 1.820075 5.361969 -1.129737 0.00 -0.30 -0.06
C -2.508164 -2.722957 0.393952 -0.50 0.18 0.32
C -1.826171 -3.854638 0.917196 0.58 -0.95 0.20
C 2.420972 -1.162750 -3.281493 -0.06 0.33 0.16
C -3.974813 -0.296784 2.910561 0.34 -0.41 0.14
C 1.201321 1.590520 -0.957456 0.44 0.21 0.04
H 4.092699 -1.098122 -4.650397 -0.16 0.18 0.20
H 4.634799 1.286213 -4.124428 -0.13 -0.15 0.05
H 2.928401 1.722045 0.347871 -0.16 -0.30 -0.21
H 0.737745 6.807890 -2.326017 -0.01 -0.37 0.17
H 0.794045 -0.912906 -1.859597 0.42 0.13 -0.30
H -2.551896 -2.703299 -0.697733 0.02 0.01 0.20
H 2.761961 3.700340 -0.107413 -0.36 0.22 -0.20
H 1.164505 2.991178 1.519413 0.20 -0.41 0.00
H -2.067786 -3.547171 3.082488 0.26 -0.39 -0.09
H -0.101315 0.874248 2.670670 0.14 0.07 0.18
H 3.298552 2.533004 -2.444209 -0.06 -0.37 -0.17
H -3.939424 -0.967972 -0.910622 -0.05 0.14 0.31
H 0.176952 -7.060790 2.067338 -0.14 0.21 -0.04
H -5.269844 1.384539 2.456955 0.20 -0.29 -0.14
H -0.206085 -6.608537 -0.375111 -0.11 0.22 0.21
H 1.220128 1.684630 3.532129 0.09 -0.22 -0.20
H -3.987112 -0.114129 3.985552 0.06 -0.03 -0.32
H -2.631450 -1.953669 3.101438 -0.26 0.41 -0.10
H -1.446778 -4.585990 -1.096097 0.14 -0.12 0.33
H -0.847269 5.087090 -3.240229 0.24 0.04 0.18
H -0.584627 2.700088 -2.637930 0.19 0.35 0.29
H 2.749084 -0.686275 0.387525 -0.08 0.08 0.25
H 0.978472 -0.606189 0.384456 0.25 0.00 0.16
H 2.157645 -2.198656 -3.488884 0.15 0.21 -0.09
H 2.810496 0.042995 2.717285 -0.12 -0.08 0.11
H 2.552774 6.075177 -0.752997 -0.26 -0.08 -0.11
H -5.209863 0.961839 -0.000968 0.18 -0.25 0.18
H 1.377944 -0.998005 2.769601 0.02 0.04 0.01
```
Positions in Å, forces in eV/Å.

Output
- Charge: +1
- LUMO: -6.086 eV

For each atom in turn, the Mulliken charge in e is:
1. F -0.294
2. N -0.273
3. N -0.382
4. N 0.763
5. N -1.038
6. C -0.244
7. C -0.242
8. C 0.153
9. C -0.393
10. C -0.637
11. C -0.833
12. C -0.284
13. C -0.676
14. C -0.743
15. C -0.512
16. C -0.768
17. C -0.418
18. C -0.901
19. C -0.116
20. C 1.029
21. C -0.466
22. C -0.050
23. C -0.265
24. C -0.212
25. C -0.373
26. C -0.551
27. C -0.608
28. C -0.653
29. C -0.548
30. C -1.023
31. C -0.427
32. C 1.298
33. C -0.815
34. C -0.943
35. C 3.392
36. H 0.381
37. H 0.414
38. H 0.192
39. H 0.392
40. H 0.404
41. H 0.224
42. H 0.345
43. H 0.292
44. H 0.509
45. H 0.154
46. H 0.430
47. H 0.363
48. H 0.469
49. H 0.416
50. H 0.402
51. H 0.404
52. H 0.418
53. H 0.299
54. H 0.411
55. H 0.399
56. H 0.401
57. H 0.382
58. H 0.002
59. H 0.392
60. H 0.331
61. H 0.415
62. H 0.393
63. H 0.420